Entry 1:
Computed, not measured: one molecule with the formula C5H13NO, with ωB97M-V/def2-TZVPD.

Each atom is followed by the atoms it is bonded to, with distances in Å.
Atoms and positions in Å:
1 C 0.87841 0.13350 2.49573  C2 1.529, H8 1.086, H9 1.099, H10 1.096
2 C 1.38400 -0.03559 1.06271  C1 1.529, C3 1.525, H11 1.090, H12 1.100
3 C 0.55327 0.65555 -0.01363  C2 1.525, C4 1.531, H13 1.093, H14 1.095
4 C -0.51867 -0.27182 -0.59317  C3 1.531, N5 1.498, C6 1.508, H15 1.087
5 N 0.07997 -1.32346 -1.47631  C4 1.498, H16 1.023, H17 1.012
6 C -1.53593 0.56346 -1.32815  C4 1.508, O7 1.448, H18 1.093, H19 1.087
7 O -2.62644 -0.25341 -1.81739  C6 1.448, H20 0.957
8 H 1.49423 -0.48109 3.14562  C1 1.086
9 H -0.20286 -0.04028 2.58305  C1 1.099
10 H 0.92852 1.14424 2.91655  C1 1.096
11 H 1.53370 -1.09319 0.84476  C2 1.090
12 H 2.40641 0.36566 1.12621  C2 1.100
13 H 1.19515 1.07564 -0.79218  C3 1.093
14 H 0.04206 1.53678 0.38823  C3 1.095
15 H -0.98561 -0.86939 0.18510  C4 1.087
16 H -0.23934 -1.17164 -2.43656  N5 1.023
17 H 1.08021 -1.17216 -1.50148  N5 1.012
18 H -1.12412 1.08760 -2.19376  C6 1.093
19 H -2.03985 1.30114 -0.70872  C6 1.087
20 H -2.30313 -1.15154 -1.88661  O7 0.957

As for the highest occupied orbital energy: -9.70 eV. The calculation puts the LUMO energy at 1.0400 eV. As for the multiplicity: 1. The gap between HOMO and LUMO comes out at 10.74 eV.

Taken from the natural (NBO) analysis, the atomic charges in e are:
1 C -0.61
2 C -0.40
3 C -0.41
4 C -0.09
5 N -0.85
6 C -0.07
7 O -0.73
8 H 0.21
9 H 0.20
10 H 0.20
11 H 0.20
12 H 0.20
13 H 0.21
14 H 0.21
15 H 0.19
16 H 0.35
17 H 0.36
18 H 0.16
19 H 0.19
20 H 0.46

Entry 2:
Computed, not measured: a 2-piece molecular cluster, C5H13NO overall, with ωB97M-V/def2-TZVPD.

Each atom is followed by the atoms it is bonded to, with distances in Å.
Atoms and positions in Å:
1 C 0.55249 -0.43452 2.29822  C2 1.516, H5 0.982, H6 1.011, H7 1.186
2 C 1.43264 0.35104 1.34692  C1 1.516, N3 1.378, O4 1.218
3 N 2.34038 -0.37744 0.60910  C2 1.378, H8 1.021, H9 0.981
4 O 1.38353 1.55535 1.17143  C2 1.218
5 H 1.04706 -0.99789 2.93299  C1 0.982
6 H -0.09862 -0.98298 1.75232  C1 1.011
7 H -0.22401 0.32707 2.76985  C1 1.186
8 H 3.08412 0.12699 0.12373  N3 1.021
9 H 2.41622 -1.35508 0.59346  N3 0.981
10 C -0.69016 0.14480 -2.23001  C11 1.453, H13 1.045, H14 1.083, H15 1.051
11 C -1.92994 0.28804 -1.48596  C10 1.453, C12 1.599, H16 1.107, H17 1.126
12 C -2.64363 -1.12708 -1.27669  C11 1.599, H18 1.104, H19 1.165, H20 1.067
13 H -0.30813 0.98993 -2.71147  C10 1.045
14 H -0.80031 -0.49242 -3.09868  C10 1.083
15 H 0.21328 -0.05922 -1.73363  C10 1.051
16 H -1.97907 0.73528 -0.47480  C11 1.107
17 H -2.61436 1.02250 -1.99566  C11 1.126
18 H -2.70254 -1.48627 -0.23399  C12 1.104
19 H -3.76791 -1.21565 -1.56711  C12 1.165
20 H -2.04505 -1.74666 -1.90705  C12 1.067

As for the highest occupied orbital energy: -9.90 eV. The calculation puts the LUMO energy at 0.8128 eV. As for the multiplicity: 1. The gap between HOMO and LUMO comes out at 10.71 eV.

Taken from the natural (NBO) analysis, the atomic charges in e are:
1 C -0.70
2 C 0.68
3 N -0.84
4 O -0.61
5 H 0.22
6 H 0.23
7 H 0.24
8 H 0.40
9 H 0.39
10 C -0.64
11 C -0.42
12 C -0.61
13 H 0.22
14 H 0.20
15 H 0.22
16 H 0.21
17 H 0.20
18 H 0.20
19 H 0.21
20 H 0.20

Entry 3:
Computed, not measured: a 2-piece molecular cluster, C5H13NO overall, with ωB97M-V/def2-TZVPD.

Each atom is followed by the atoms it is bonded to, with distances in Å.
Atoms and positions in Å:
1 N -0.18758 -1.01958 -0.16018  C2 1.459, C5 1.498, H7 1.042
2 C -1.27634 -0.77898 0.78093  N1 1.459, C3 1.478, H8 1.101, H9 1.126
3 C -1.85227 0.57363 0.62773  C2 1.478, C4 1.586, H10 1.080, H11 1.071
4 C -0.78184 1.43856 -0.16148  C3 1.586, C5 1.611, H12 1.105, H13 1.082
5 C 0.38575 0.34808 -0.36874  N1 1.498, C4 1.611, C6 1.537, H14 1.085
6 C 1.47234 0.52479 0.70437  C5 1.537, H15 1.094, H16 1.117, H17 1.084
7 H -0.48418 -1.37822 -1.09271  N1 1.042
8 H -2.04124 -1.56844 0.72099  C2 1.101
9 H -0.66170 -0.92098 1.71394  C2 1.126
10 H -1.94779 1.17331 1.52139  C3 1.080
11 H -2.82259 0.53661 0.17476  C3 1.071
12 H -0.54212 2.32481 0.45289  C4 1.105
13 H -1.17810 1.71808 -1.12876  C4 1.082
14 H 0.84829 0.57609 -1.32314  C5 1.085
15 H 2.47463 0.76924 0.33909  C6 1.094
16 H 1.80549 -0.41408 1.20948  C6 1.117
17 H 1.16687 1.18288 1.51000  C6 1.084
18 H 2.09168 -2.39726 -2.09790  O20 0.963
19 H 1.69039 -1.21830 -1.25059  O20 0.967
20 O 1.84031 -1.47020 -2.17207  H18 0.963, H19 0.967

As for the highest occupied orbital energy (alpha / beta): -15.67 / -15.65 eV. The calculation puts the LUMO energy (alpha / beta) at -3.0897 / -8.6577 eV. As for the multiplicity: 2. The charge is +1. The gap between HOMO and LUMO (alpha / beta) comes out at 12.58 / 6.99 eV.

Taken from the natural (NBO) analysis, the atomic charges in e are:
1 N -0.11
2 C -0.29
3 C -0.44
4 C -0.37
5 C -0.15
6 C -0.66
7 H 0.44
8 H 0.26
9 H 0.27
10 H 0.26
11 H 0.25
12 H 0.25
13 H 0.24
14 H 0.28
15 H 0.27
16 H 0.23
17 H 0.24
18 H 0.49
19 H 0.44
20 O -0.91

Entry 4:
Computed, not measured: an isolated ion of composition C5H13NO and charge +1, with ωB97M-V/def2-TZVPD.

Each atom is followed by the atoms it is bonded to, with distances in Å.
Atoms and positions in Å:
1 C -2.31243 0.32811 0.65037  C2 1.536, H8 1.087, H9 1.096, H10 1.108
2 C -1.04310 0.90759 1.29242  C1 1.536, N3 1.479, H11 1.100, H12 1.099
3 N 0.21198 0.70170 0.53840  C2 1.479, C5 1.486, H13 1.032
4 C 1.63770 -1.11000 1.03971  C5 1.523, H14 1.086, H15 1.100, H16 1.086
5 C 0.54262 -0.67105 0.07606  N3 1.486, C4 1.523, C6 1.553, H17 1.091
6 C 1.04122 -0.43105 -1.37518  C5 1.553, O7 1.411, H18 1.095, H19 1.106
7 O -0.00727 0.24124 -2.03767  C6 1.411, H20 0.960
8 H -2.20518 -0.54073 0.00645  C1 1.087
9 H -3.06516 0.25598 1.44369  C1 1.096
10 H -2.76297 1.09888 -0.00565  C1 1.108
11 H -1.17783 1.99708 1.22879  C2 1.100
12 H -0.89402 0.42010 2.26627  C2 1.099
13 H 0.19590 1.30812 -0.29643  N3 1.032
14 H 2.41622 -0.36386 1.17111  C4 1.086
15 H 1.19407 -1.15883 2.04540  C4 1.100
16 H 2.03391 -2.07240 0.72878  C4 1.086
17 H -0.32662 -1.31819 -0.05396  C5 1.091
18 H 1.50719 -1.27568 -1.89426  C6 1.095
19 H 1.90202 0.23982 -1.19615  C6 1.106
20 H 0.31324 0.55597 -2.88615  O7 0.960

As for the highest occupied orbital energy (alpha / beta): -15.28 / -15.23 eV. The calculation puts the LUMO energy (alpha / beta) at -2.7333 / -7.8595 eV. As for the multiplicity: 2. The charge is +1. The gap between HOMO and LUMO (alpha / beta) comes out at 12.54 / 7.37 eV.

Taken from the natural (NBO) analysis, the atomic charges in e are:
1 C -0.61
2 C -0.28
3 N -0.08
4 C -0.62
5 C -0.12
6 C -0.08
7 O -0.73
8 H 0.24
9 H 0.26
10 H 0.24
11 H 0.25
12 H 0.25
13 H 0.43
14 H 0.24
15 H 0.23
16 H 0.26
17 H 0.25
18 H 0.22
19 H 0.16
20 H 0.51

Entry 5:
Computed, not measured: an isolated ion of composition C5H13NO and charge +1, with ωB97M-V/def2-TZVPD.

Each atom is followed by the atoms it is bonded to, with distances in Å.
Atoms and positions in Å:
1 C 1.70563 -0.30575 -0.44523  O2 1.401, C3 1.516, H8 1.100, H9 1.074
2 O 2.56274 0.75188 -0.77706  C1 1.401, H10 0.963
3 C 0.57030 0.16179 0.44370  C1 1.516, C4 1.569, N7 1.447, H11 1.116
4 C -0.66468 -0.76701 0.71720  C3 1.569, C5 1.547, H12 1.083, H13 1.081
5 C -1.91402 -0.26546 -0.04563  C4 1.547, C6 1.531, H14 1.087, H15 1.089
6 C -1.57995 0.23498 -1.45357  C5 1.531, H16 1.089, H17 1.099, H18 1.083
7 N 1.13853 0.56192 1.71263  C3 1.447, H19 1.028, H20 1.018
8 H 2.23663 -1.15334 0.01379  C1 1.100
9 H 1.33249 -0.67429 -1.38221  C1 1.074
10 H 2.60428 1.40562 -0.07141  O2 0.963
11 H 0.23872 1.14739 0.03927  C3 1.116
12 H -0.92717 -0.70580 1.76619  C4 1.083
13 H -0.30923 -1.72352 0.35954  C4 1.081
14 H -2.30511 0.58992 0.50017  C5 1.087
15 H -2.60679 -1.09361 -0.18451  C5 1.089
16 H -2.52368 0.37005 -1.98064  C6 1.089
17 H -1.17482 1.24615 -1.59573  C6 1.099
18 H -0.98041 -0.41672 -2.07681  C6 1.083
19 H 2.04279 0.11648 1.91500  N7 1.028
20 H 0.55374 0.51933 2.54533  N7 1.018

As for the highest occupied orbital energy (alpha / beta): -15.18 / -15.14 eV. The calculation puts the LUMO energy (alpha / beta) at -3.3951 / -8.6920 eV. As for the multiplicity: 2. The charge is +1. The gap between HOMO and LUMO (alpha / beta) comes out at 11.78 / 6.45 eV.

Taken from the natural (NBO) analysis, the atomic charges in e are:
1 C -0.09
2 O -0.67
3 C -0.12
4 C -0.37
5 C -0.40
6 C -0.65
7 N -0.32
8 H 0.18
9 H 0.23
10 H 0.47
11 H 0.30
12 H 0.22
13 H 0.25
14 H 0.22
15 H 0.25
16 H 0.25
17 H 0.22
18 H 0.21
19 H 0.41
20 H 0.42

Record-wise total energy values, in a.u.: -328.27847 -328.25967 -327.93184 -327.95525 -327.94199
Record-wise energy relative to the best compared isomer or geometry (same formula, charge and spin) values, in kcal/mol: 25.3 37.1 52.4 37.7 46.0